No. 1
Here is a cluster of 3 separate species, C28H66BrClN6O10P2 in total from the OMol25 dataset. Energies are from wB97M-V/def2-TZVPD.

The value obtained for the LUMO energy is 0.42 eV. For the orbital gap, the calculation gives 8.5 eV. The value obtained for the HOMO energy is -8.08 eV. As for the SMILES: CCCCO[C@H](CO[C@](Cl)(CCCOC)COO)O[C@H](Br)COC(C)=O.CN(C)P(=O)(N(C)C)N(C)C.CN(C)P(=O)(N(C)C)N(C)C.

Positions of all 114 atoms, in Å:
1 C -1.079 0.342 -3.436
2 C -2.207 0.825 -4.354
3 C -3.270 1.594 -3.574
4 C -4.048 0.765 -2.538
5 O -4.198 1.429 -1.294
6 C -3.186 1.140 -0.368
7 C -3.468 -0.198 0.352
8 O -2.448 -1.173 0.210
9 C -1.392 -1.117 1.102
10 Cl -0.262 0.299 0.866
11 C -0.546 -2.375 0.847
12 C -0.095 -2.582 -0.603
13 C 1.342 -2.143 -0.889
14 O 1.341 -0.909 -1.569
15 C 2.577 -0.238 -1.540
16 C -1.801 -1.160 2.586
17 O -1.999 0.156 3.109
18 O -1.028 0.371 4.140
19 O -3.116 2.122 0.627
20 C -2.804 3.426 0.261
21 Br -4.355 4.464 -0.370
22 C -1.613 3.595 -0.687
23 O -0.715 4.606 -0.154
24 C 0.176 4.085 0.750
25 C -0.132 4.291 2.197
26 O 1.166 3.499 0.393
27 H -0.244 -0.020 -4.030
28 H -0.711 1.148 -2.804
29 H -1.461 -0.456 -2.803
30 H -1.801 1.488 -5.115
31 H -2.627 -0.072 -4.813
32 H -2.832 2.444 -3.051
33 H -3.980 2.007 -4.291
34 H -5.050 0.598 -2.929
35 H -3.614 -0.232 -2.425
36 H -2.249 0.985 -0.914
37 H -3.754 0.012 1.384
38 H -4.351 -0.608 -0.132
39 H 0.295 -2.341 1.535
40 H -1.198 -3.204 1.126
41 H -0.769 -2.128 -1.323
42 H -0.125 -3.658 -0.778
43 H 1.880 -2.055 0.060
44 H 1.818 -2.903 -1.518
45 H 2.376 0.832 -1.524
46 H 3.153 -0.459 -2.443
47 H 3.157 -0.472 -0.644
48 H -0.954 -1.558 3.134
49 H -2.709 -1.738 2.738
50 H -0.545 1.144 3.818
51 H -2.548 3.930 1.183
52 H -1.913 3.977 -1.655
53 H -1.024 2.684 -0.774
54 H -0.846 3.539 2.542
55 H -0.553 5.268 2.420
56 H 0.769 4.166 2.789
57 C 0.609 -7.605 5.292
58 N 0.183 -6.546 4.403
59 C 0.746 -6.697 3.072
60 P -0.379 -5.024 4.879
61 O -1.168 -4.553 3.704
62 N -1.637 -5.244 6.054
63 C -2.278 -6.546 6.153
64 C -2.635 -4.180 6.025
65 N 0.797 -4.717 6.077
66 C 2.126 -4.352 5.560
67 C 0.473 -3.906 7.261
68 H 1.689 -7.792 5.215
69 H 0.086 -8.532 5.038
70 H 0.404 -7.378 6.335
71 H 1.817 -6.448 3.044
72 H 0.232 -6.056 2.359
73 H 0.625 -7.725 2.721
74 H -2.621 -6.928 5.183
75 H -3.143 -6.474 6.815
76 H -1.619 -7.284 6.607
77 H -3.354 -4.299 5.206
78 H -2.159 -3.205 5.908
79 H -3.179 -4.163 6.972
80 H 2.895 -4.761 6.219
81 H 2.264 -3.270 5.490
82 H 2.290 -4.775 4.568
83 H -0.147 -4.474 7.948
84 H -0.037 -2.974 7.012
85 H 1.395 -3.655 7.786
86 C 4.254 3.254 -3.410
87 N 3.370 2.871 -4.491
88 C 3.899 1.758 -5.258
89 P 2.198 3.866 -5.200
90 O 1.246 2.904 -5.829
91 N 1.201 4.553 -3.960
92 C 1.188 3.926 -2.648
93 C -0.161 4.822 -4.401
94 N 3.161 5.274 -5.312
95 C 4.177 5.247 -6.376
96 C 2.554 6.610 -5.223
97 H 5.299 3.317 -3.743
98 H 4.199 2.514 -2.608
99 H 3.999 4.222 -2.989
100 H 4.742 2.058 -5.898
101 H 3.129 1.326 -5.894
102 H 4.243 0.964 -4.591
103 H 1.018 2.842 -2.704
104 H 0.431 4.355 -1.995
105 H 2.122 4.104 -2.117
106 H -0.783 3.917 -4.424
107 H -0.170 5.253 -5.404
108 H -0.624 5.552 -3.731
109 H 5.069 5.779 -6.039
110 H 3.823 5.708 -7.302
111 H 4.476 4.224 -6.605
112 H 2.270 6.827 -4.198
113 H 1.678 6.723 -5.865
114 H 3.290 7.358 -5.522


No. 2
Here is a cluster of 7 separate species, C28H66NO16P2S4 in total from the OMol25 dataset. Energies are from wB97M-V/def2-TZVPD.

The value obtained for the LUMO energy (alpha / beta) is 0.25 / 0.21 eV. For the orbital gap (alpha / beta), the calculation gives 1.8 / 10.0 eV. The value obtained for the HOMO energy (alpha / beta) is -1.51 / -9.75 eV. Its multiplicity is 2.

Positions of all 117 atoms, in Å:
1 N -0.642 0.190 0.170
2 H 0.160 0.656 0.571
3 H -1.369 0.087 0.863
4 H -0.307 -0.684 -0.209
5 H -1.103 0.703 -0.568
6 C -1.107 -5.712 -1.054
7 C -1.639 -5.721 0.366
8 C -2.904 -4.805 0.385
9 S -2.359 -3.245 -0.583
10 O -1.709 -2.351 0.338
11 O -3.448 -2.838 -1.414
12 C -1.054 -4.256 -1.528
13 H -1.738 -6.460 -1.534
14 H -0.081 -6.077 -1.095
15 H -0.964 -5.329 1.127
16 H -1.840 -6.710 0.777
17 H -3.506 -4.482 1.234
18 H -3.636 -5.305 -0.249
19 H -0.124 -3.759 -1.252
20 H -1.039 -4.237 -2.618
21 C -5.684 -0.720 -2.702
22 C -6.203 0.506 -3.384
23 C -5.196 1.720 -3.216
24 S -4.632 1.313 -1.485
25 O -5.126 2.304 -0.478
26 O -3.196 0.953 -1.519
27 C -5.548 -0.208 -1.224
28 H -4.689 -0.964 -3.076
29 H -6.435 -1.505 -2.789
30 H -7.129 0.932 -2.998
31 H -6.516 0.350 -4.417
32 H -5.619 2.714 -3.358
33 H -4.244 1.726 -3.745
34 H -6.477 0.174 -0.800
35 H -4.953 -0.846 -0.571
36 C -0.050 1.996 -5.010
37 C -1.575 1.880 -4.765
38 C -1.837 0.388 -4.927
39 S -0.577 -0.417 -3.871
40 O -0.007 -1.517 -4.580
41 O -1.134 -0.582 -2.552
42 C 0.488 1.047 -3.894
43 H 0.113 3.039 -4.739
44 H 0.180 1.968 -6.075
45 H -2.105 2.388 -5.571
46 H -1.769 2.274 -3.767
47 H -1.676 0.128 -5.973
48 H -2.784 -0.044 -4.603
49 H 1.567 0.893 -3.889
50 H 0.307 1.491 -2.916
51 C 5.081 -2.024 0.270
52 C 5.084 -2.961 -0.964
53 C 3.546 -3.110 -1.310
54 S 2.770 -1.371 -0.883
55 O 1.548 -1.491 -0.103
56 O 2.622 -0.581 -2.110
57 C 4.179 -0.816 0.266
58 H 6.123 -1.736 0.409
59 H 4.885 -2.533 1.214
60 H 5.395 -3.999 -0.847
61 H 5.682 -2.436 -1.708
62 H 3.047 -3.892 -0.737
63 H 3.366 -3.510 -2.308
64 H 3.821 -0.582 1.269
65 H 4.668 0.095 -0.081
66 C 2.462 6.630 -1.998
67 C 2.901 5.856 -0.823
68 O 2.044 4.695 -0.611
69 P 2.413 3.109 -0.836
70 O 1.265 2.146 -0.648
71 O 3.525 3.027 0.384
72 C 3.257 3.314 1.723
73 C 3.165 1.992 2.569
74 O 3.186 3.019 -2.262
75 C 4.419 2.333 -2.270
76 C 5.659 3.222 -2.264
77 H 2.760 7.676 -1.928
78 H 2.837 6.167 -2.911
79 H 1.384 6.520 -1.873
80 H 3.955 5.748 -1.080
81 H 2.890 6.568 0.002
82 H 3.789 4.161 2.155
83 H 2.223 3.620 1.882
84 H 2.760 2.256 3.545
85 H 2.530 1.174 2.231
86 H 4.114 1.465 2.673
87 H 4.527 1.774 -1.341
88 H 4.405 1.524 -3.001
89 H 6.180 3.381 -1.320
90 H 6.364 2.625 -2.842
91 H 5.530 4.188 -2.751
92 C -1.465 -3.732 4.248
93 C -1.506 -2.287 3.705
94 O -1.013 -1.383 4.754
95 P -0.795 0.228 4.492
96 O -0.741 0.591 3.093
97 O -1.956 1.069 5.258
98 C -3.358 0.863 4.962
99 C -4.110 1.507 6.216
100 O 0.432 0.597 5.487
101 C 1.692 -0.177 5.308
102 C 1.811 -1.391 6.195
103 H -0.489 -3.872 4.714
104 H -2.242 -3.747 5.013
105 H -1.740 -4.510 3.536
106 H -0.836 -2.243 2.847
107 H -2.502 -2.154 3.282
108 H -3.709 1.147 3.970
109 H -3.698 -0.170 5.029
110 H -3.714 1.106 7.149
111 H -4.258 2.585 6.165
112 H -5.112 1.077 6.204
113 H 1.852 -0.625 4.327
114 H 2.592 0.435 5.240
115 H 2.777 -1.886 6.100
116 H 1.575 -1.215 7.245
117 H 1.066 -2.106 5.844


No. 3
Here is a cluster of 5 separate species, C28H69N6O4S2 in total from the OMol25 dataset. Energies are from wB97M-V/def2-TZVPD.

The value obtained for the LUMO energy is -2.63 eV. For the orbital gap, the calculation gives 7.7 eV. The value obtained for the HOMO energy is -10.36 eV. As for the charge: +1.

Positions of all 109 atoms, in Å:
1 C 2.067 -0.140 -1.108
2 C 3.389 0.695 -1.182
3 N 3.239 1.631 -2.351
4 C 4.150 1.247 -3.440
5 C 3.926 2.084 -4.750
6 C 3.539 2.930 -1.829
7 S 4.907 3.812 -2.086
8 S 2.254 3.639 -0.718
9 C 0.754 3.898 -1.753
10 C -0.147 2.610 -1.825
11 C -1.608 3.058 -2.091
12 N -2.488 1.982 -2.646
13 C -2.059 1.169 -3.803
14 C -3.456 0.534 -4.198
15 C -4.160 0.346 -2.778
16 C -3.159 1.013 -1.749
17 H 1.831 -0.414 -2.159
18 H 1.220 0.480 -0.758
19 H 2.168 -1.063 -0.523
20 H 3.575 1.237 -0.240
21 H 4.242 0.006 -1.323
22 H 3.887 0.203 -3.712
23 H 5.217 1.214 -3.145
24 H 2.923 2.543 -4.779
25 H 4.722 2.854 -4.737
26 H 4.141 1.458 -5.644
27 H 0.228 4.760 -1.303
28 H 1.083 4.203 -2.767
29 H -0.046 2.136 -0.834
30 H 0.289 1.979 -2.616
31 H -2.039 3.356 -1.118
32 H -1.647 3.906 -2.797
33 H -3.283 2.506 -3.032
34 H -1.508 0.269 -3.474
35 H -1.542 1.739 -4.584
36 H -3.423 -0.343 -4.857
37 H -4.034 1.307 -4.745
38 H -4.525 -0.658 -2.524
39 H -5.068 0.973 -2.638
40 H -2.432 0.206 -1.538
41 H -3.553 1.360 -0.786
42 C -4.888 1.333 2.139
43 C -5.772 0.153 1.747
44 C -6.253 -0.681 2.946
45 O -5.263 -1.541 3.481
46 C -4.357 -0.920 4.382
47 N -5.056 -0.677 0.770
48 H -3.877 1.025 2.409
49 H -4.796 2.031 1.303
50 H -5.314 1.882 2.981
51 H -6.661 0.565 1.259
52 H -7.055 -1.338 2.600
53 H -6.685 -0.047 3.729
54 H -4.838 -0.140 4.977
55 H -3.502 -0.510 3.838
56 H -3.979 -1.686 5.060
57 H -5.684 -1.405 0.438
58 H -4.341 -1.192 1.281
59 C -3.102 -4.559 10.125
60 C -4.222 -3.599 9.738
61 C -4.400 -3.443 8.217
62 O -3.425 -2.623 7.590
63 C -2.205 -3.281 7.292
64 N -3.988 -2.307 10.393
65 H -2.113 -4.120 9.995
66 H -3.191 -4.836 11.176
67 H -3.150 -5.477 9.535
68 H -5.155 -4.014 10.130
69 H -5.357 -2.942 8.041
70 H -4.462 -4.418 7.718
71 H -2.359 -4.328 7.020
72 H -1.514 -3.208 8.134
73 H -1.745 -2.768 6.445
74 H -4.785 -1.701 10.218
75 H -3.224 -1.851 9.902
76 C 7.278 2.242 -7.969
77 C 6.967 0.756 -7.828
78 C 7.417 -0.085 -9.035
79 O 6.576 0.024 -10.171
80 C 6.823 1.159 -10.984
81 N 5.533 0.593 -7.558
82 H 6.594 2.748 -8.652
83 H 7.187 2.740 -7.002
84 H 8.297 2.398 -8.328
85 H 7.519 0.392 -6.956
86 H 7.376 -1.139 -8.744
87 H 8.459 0.124 -9.303
88 H 7.883 1.423 -11.009
89 H 6.229 2.011 -10.645
90 H 6.503 0.917 -11.998
91 H 5.347 -0.388 -7.366
92 H 5.040 0.765 -8.432
93 C 1.401 0.262 2.994
94 C 0.379 -0.810 2.629
95 C -0.140 -1.605 3.842
96 O 0.762 -2.578 4.335
97 C 1.761 -2.073 5.208
98 N 0.958 -1.690 1.608
99 H 2.383 -0.157 3.212
100 H 1.531 0.957 2.161
101 H 1.074 0.839 3.861
102 H -0.484 -0.299 2.187
103 H -1.024 -2.166 3.522
104 H -0.468 -0.938 4.649
105 H 1.389 -1.250 5.824
106 H 2.640 -1.756 4.643
107 H 2.068 -2.886 5.867
108 H 0.244 -2.342 1.292
109 H 1.639 -2.288 2.072


| no. | strongest force on any atom (hartree/bohr) |
| --- | --- |
| 1 | 0.099 |
| 2 | 0.085 |
| 3 | 0.060 |